The molecule C6H12O, computed with wB97M-V/def2-TZVPD.

The geometry in XYZ format:
```
19
Properties=species:S:1:pos:R:3:forces:R:3:nbo_charge:R:1
C -1.657 -0.781 -0.646 0.0 0.0 0.0 -0.6079
C -0.966 0.218 0.281 0.0 0.0 0.0 -0.2459
C -1.942 0.899 1.234 -0.1 0.0 0.1 -0.6047
C 0.164 -0.441 1.064 -0.2 0.0 0.2 -0.0647
O 1.247 -0.659 0.139 0.4 0.4 0.1 -0.4989
C 2.248 0.171 0.300 -0.1 -0.3 -0.5 0.2483
C 3.081 0.118 -0.944 0.1 0.0 0.1 -0.7702
H -2.435 -0.291 -1.242 0.1 -0.1 0.1 0.2104
H -0.942 -1.247 -1.333 -0.1 0.1 0.1 0.2183
H -2.135 -1.579 -0.063 0.1 0.1 -0.1 0.2008
H -0.487 0.993 -0.335 -0.1 -0.1 0.1 0.2026
H -2.387 0.176 1.928 0.0 0.1 -0.1 0.2027
H -2.754 1.378 0.678 0.1 -0.1 0.1 0.2139
H -1.433 1.669 1.823 -0.1 -0.1 -0.1 0.2136
H -0.137 -1.409 1.481 0.1 0.1 -0.1 0.1841
H 0.552 0.211 1.851 -0.1 -0.1 -0.1 0.2091
H 2.757 -0.602 -1.706 0.1 0.0 0.2 0.2043
H 4.139 -0.005 -0.694 -0.1 0.0 0.0 0.2382
H 2.989 1.138 -1.344 0.1 -0.1 0.0 0.2458
```
Forces are in eV/Å.

The value obtained for the HOMO-LUMO gap is 9.47 eV. The calculation puts the LUMO energy at 0.04171 hartree. The value obtained for the HOMO energy is -0.306 hartree.


A structure of composition C6H12O in a non-equilibrium geometry, computed with wB97M-V/def2-TZVPD.

The geometry in XYZ format:
```
19
Properties=species:S:1:pos:R:3:forces:R:3:nbo_charge:R:1
C 2.200 -1.076 -0.109 0.3 0.0 0.1 -0.6515
C 1.029 -0.615 0.743 -1.1 -0.5 -1.9 -0.1929
C 0.546 0.723 0.876 2.0 0.3 1.8 0.1176
O -0.583 0.976 1.360 0.5 0.5 0.4 -0.5920
C -1.541 0.161 -0.052 -1.0 -0.2 -0.7 -0.0719
C -1.956 1.461 -0.671 -0.6 0.2 -0.4 -0.6286
C -0.681 -0.681 -0.691 -0.7 -0.4 -0.8 -0.5871
H 2.917 -1.459 0.621 0.6 0.1 -0.4 0.2241
H 2.606 -0.259 -0.731 0.0 -0.3 0.5 0.2223
H 2.025 -1.930 -0.821 -0.5 0.9 0.9 0.2477
H 0.466 -1.412 1.206 0.1 0.3 0.6 0.2386
H 1.316 0.267 1.763 1.0 -0.4 0.7 0.2710
H 1.225 1.454 0.436 -0.2 0.4 -0.4 0.1586
H -2.225 -0.250 0.674 -0.3 -0.2 -0.2 0.2087
H -2.382 2.214 0.029 0.3 -0.7 -0.4 0.2205
H -2.732 1.118 -1.381 0.2 0.8 0.0 0.2147
H -1.128 1.939 -1.234 -0.4 -0.3 0.2 0.2014
H -0.063 -0.312 -1.510 -0.2 -0.2 0.0 0.1900
H -0.772 -1.739 -0.541 0.1 -0.3 -0.2 0.2087
```
Forces are in eV/Å.

The value obtained for the HOMO-LUMO gap is 8.60 eV. The calculation puts the LUMO energy at 0.03269 hartree. The value obtained for the HOMO energy is -0.283 hartree.


A cluster of 2 separate species, C6H12O in total in a non-equilibrium geometry, computed with wB97M-V/def2-TZVPD.

The geometry in XYZ format:
```
19
Properties=species:S:1:pos:R:3:forces:R:3:nbo_charge:R:1
C -2.274 -1.125 0.424 1.2 1.1 -0.1 -0.6362
C -0.938 -0.682 -0.191 -1.8 -0.5 0.6 0.0384
C 0.204 -1.202 0.201 0.9 -0.1 -0.8 -0.4044
C -1.089 0.412 -1.229 1.9 0.4 -0.3 -0.4970
C -0.338 1.680 -0.894 0.6 1.4 1.0 -0.1501
C 0.970 1.916 -1.026 -0.6 -1.2 -0.9 -0.4057
H -2.546 -0.286 1.074 -0.4 -0.2 0.0 0.2131
H -2.188 -2.017 1.034 -0.1 -0.2 -0.1 0.2164
H -3.003 -1.199 -0.377 -0.3 -0.3 0.1 0.2079
H 0.318 -1.997 0.918 -0.3 -0.1 0.2 0.2036
H 1.122 -0.917 -0.303 0.1 0.2 0.2 0.1902
H -0.559 0.079 -2.128 -0.5 -0.3 -0.2 0.2292
H -2.111 0.651 -1.482 -0.3 -0.2 0.1 0.2212
H -0.827 2.533 -0.417 -0.7 -0.4 -0.2 0.1913
H 1.576 1.128 -1.469 0.3 0.3 0.0 0.1787
H 1.431 2.869 -0.818 0.0 0.0 0.2 0.2021
H 3.409 0.149 2.173 0.0 0.7 -0.1 0.4655
H 3.798 -1.274 2.197 0.8 -0.9 -0.1 0.4625
O 3.045 -0.718 2.312 -0.7 0.2 0.1 -0.9267
```
Forces are in eV/Å.

The value obtained for the HOMO-LUMO gap is 9.90 eV. The calculation puts the LUMO energy at 0.03204 hartree. Its SMILES is C=CCC(=C)C.O. The value obtained for the HOMO energy is -0.332 hartree.


The molecule C6H12O in a non-equilibrium geometry, computed with wB97M-V/def2-TZVPD.

The geometry in XYZ format:
```
19
Properties=species:S:1:pos:R:3:forces:R:3:nbo_charge:R:1
C 1.609 1.207 0.036 0.0 0.1 0.0 -0.6145
C 0.767 -0.057 0.195 -0.1 0.0 0.0 -0.2111
C 1.481 -1.282 -0.385 -0.1 0.0 0.0 -0.6077
C -0.620 0.166 -0.433 -0.2 0.5 0.2 -0.3654
C -1.693 -0.772 -0.022 -0.7 0.2 1.2 0.0004
C -1.464 1.301 0.202 0.4 1.1 -0.2 -0.2878
O -2.405 0.228 1.059 0.5 -0.8 -0.8 -0.6193
H 1.044 2.068 0.404 0.1 -0.1 0.0 0.2409
H 2.555 1.135 0.585 -0.1 0.0 -0.1 0.2051
H 1.851 1.378 -1.022 0.0 0.0 0.1 0.1951
H 0.607 -0.225 1.273 0.0 0.0 -0.1 0.1835
H 2.447 -1.452 0.108 -0.2 0.1 -0.1 0.2129
H 1.679 -1.143 -1.456 0.0 0.0 0.1 0.2028
H 0.887 -2.199 -0.274 0.1 0.1 0.0 0.1976
H -0.528 0.325 -1.517 -0.1 -0.3 0.2 0.2181
H -2.477 -0.926 -0.770 0.1 0.1 0.5 0.2167
H -1.481 -1.653 0.576 0.1 -0.3 -0.2 0.1903
H -2.254 1.584 -0.510 0.2 0.0 0.0 0.1284
H -2.006 0.316 1.952 0.0 -0.6 -0.9 0.5141
```
Forces are in eV/Å.

The value obtained for the HOMO-LUMO gap is 7.74 eV. The calculation puts the LUMO energy at 0.02383 hartree. The value obtained for the HOMO energy is -0.261 hartree.


A structure of composition C6H12O, computed with wB97M-V/def2-TZVPD.

The geometry in XYZ format:
```
19
Properties=species:S:1:pos:R:3:forces:R:3:nbo_charge:R:1
C -1.922 -0.060 -0.959 0.0 0.4 0.0 -0.7965
C -1.150 0.155 0.205 -0.2 0.2 -0.2 0.1723
O -0.894 -1.715 0.515 -0.2 -0.3 -0.1 -0.7231
C 0.446 -1.402 0.137 0.2 0.0 0.0 -0.0677
C 0.388 0.134 0.192 0.0 0.0 0.0 -0.1497
C 0.935 0.675 1.513 0.0 0.0 0.1 -0.5998
C 1.056 0.847 -0.978 0.0 0.0 -0.1 -0.6043
H -1.623 -1.315 -0.488 0.2 -0.2 0.3 0.4554
H -2.980 0.188 -0.931 0.2 -0.1 0.0 0.2332
H -1.436 0.045 -1.925 -0.1 0.0 0.1 0.2253
H -1.647 0.464 1.124 0.1 -0.1 -0.1 0.2164
H 0.698 -1.797 -0.859 -0.1 0.1 0.1 0.1716
H 1.166 -1.814 0.854 -0.1 0.1 -0.1 0.1849
H 0.454 0.194 2.371 0.1 0.0 -0.1 0.2181
H 0.775 1.758 1.588 0.0 -0.1 0.0 0.2083
H 2.013 0.492 1.580 -0.1 0.0 0.0 0.2146
H 0.976 1.936 -0.886 0.0 -0.1 0.0 0.2126
H 0.639 0.552 -1.945 0.0 0.0 0.1 0.2124
H 2.121 0.591 -0.986 -0.1 0.1 0.0 0.2159
```
Forces are in eV/Å.

The value obtained for the HOMO-LUMO gap is 9.37 eV. The calculation puts the LUMO energy at 0.03120 hartree. The value obtained for the HOMO energy is -0.313 hartree.


A cluster of 2 separate species, C6H12O in total, computed with wB97M-V/def2-TZVPD.

The geometry in XYZ format:
```
19
Properties=species:S:1:pos:R:3:forces:R:3:nbo_charge:R:1
C 1.998 -0.172 0.900 0.0 0.0 0.1 -0.6002
C 1.669 -0.556 -0.545 0.0 -0.1 0.0 -0.4409
C 0.898 0.515 -1.266 -0.1 0.0 -0.1 -0.1756
C -0.204 0.316 -1.982 0.2 0.0 0.0 -0.4016
C -2.410 0.236 0.188 0.2 0.0 0.5 0.2636
C -1.907 -0.653 1.294 0.0 0.0 -0.1 -0.7835
O -2.133 1.478 0.541 -0.2 -0.1 -0.2 -0.6620
H 2.571 -0.961 1.399 -0.1 0.1 -0.1 0.2102
H 1.086 0.005 1.481 0.1 0.0 -0.1 0.2052
H 2.595 0.747 0.932 -0.1 -0.1 0.0 0.2031
H 1.100 -1.495 -0.569 0.1 0.1 0.0 0.2008
H 2.608 -0.748 -1.085 -0.1 0.0 0.1 0.2106
H 1.298 1.527 -1.174 0.0 -0.1 0.0 0.1902
H -0.646 -0.673 -2.093 0.1 0.1 0.0 0.1987
H -0.710 1.131 -2.494 0.1 -0.1 0.1 0.1963
H -2.746 -1.259 1.660 0.1 0.1 -0.1 0.2444
H -1.429 -0.131 2.133 -0.1 0.0 -0.1 0.2030
H -1.197 -1.364 0.853 -0.1 0.1 0.0 0.2417
H -2.439 2.057 -0.174 0.0 0.0 0.1 0.4961
```
Forces are in eV/Å.

The value obtained for the HOMO-LUMO gap is 9.31 eV. The calculation puts the LUMO energy at 0.03406 hartree. The value obtained for the HOMO energy is -0.308 hartree.


A cluster of 2 separate species, C6H12O in total, computed with wB97M-V/def2-TZVPD.

The geometry in XYZ format:
```
19
Properties=species:S:1:pos:R:3:forces:R:3:nbo_charge:R:1
C -1.079 -1.556 -0.952 0.0 0.0 0.0 -0.6055
C -0.827 -0.076 -0.695 0.0 0.0 0.0 -0.2450
C -1.019 0.364 0.760 0.0 0.0 0.0 -0.4373
C -0.200 1.648 0.807 -0.2 0.1 0.2 -0.0650
O 0.906 1.437 -0.069 0.0 0.1 0.0 -0.5476
C 0.622 0.351 -0.944 0.0 -0.2 -0.1 -0.0519
C 2.189 -0.811 1.244 0.3 0.2 0.0 -0.2055
H -2.120 -1.821 -0.740 0.1 0.0 0.0 0.2123
H -0.872 -1.822 -1.995 0.0 0.0 0.1 0.2085
H -0.433 -2.166 -0.308 -0.1 0.1 -0.1 0.2175
H -1.484 0.529 -1.336 0.1 -0.1 0.1 0.1999
H -0.581 -0.385 1.430 -0.1 0.1 -0.1 0.2241
H -2.069 0.517 1.029 0.2 0.0 0.0 0.2167
H 0.191 1.879 1.803 -0.1 0.0 -0.1 0.1860
H -0.787 2.511 0.458 0.1 -0.1 0.0 0.1655
H 0.813 0.657 -1.980 0.0 0.0 0.1 0.1875
H 2.382 0.215 1.619 -0.1 -0.2 0.0 0.0938
H 1.300 -0.493 -0.714 -0.1 0.1 0.0 0.1646
H 3.070 -0.978 0.583 -0.2 0.0 0.1 0.0813
```
Forces are in eV/Å.

The value obtained for the HOMO-LUMO gap (alpha / beta) is 8.62 / 8.69 eV. The calculation puts the LUMO energy (alpha / beta) at -0.02692 / -0.02636 hartree. The value obtained for the HOMO energy (alpha / beta) is -0.344 / -0.346 hartree.


The evaluated E for the records listed, in turn: -8461.5543; -8458.9631; -8462.3980; -8459.4808; -8460.5961; -8460.8329; -8459.1324 eV.
The evaluated energy above the lowest of the compared OMol25 structures with the same formula, charge and spin for the records listed, in turn: 2.7997; 5.3908; 1.9560; 4.8731; 3.7578; 3.5210; 5.2215 eV.